# 1
ORCA calculation (ωB97M-V with the def2-TZVPD basis set) on 2 unconnected molecules or ions with the total composition CF2OS at a distorted geometry.

The calculation puts the energy above the lowest of the compared OMol25 structures with the same formula, charge and spin at 358.25 kJ/mol. The HOMO energy (alpha / beta) is -0.3362 / -0.3351 Eh. The value obtained for the total energy is -19349.97878 eV. The calculation puts the lowest unoccupied orbital energy (alpha / beta) at -0.062 / -0.065 Eh. For the max |F|, the calculation gives 0.0810 hartree/bohr.

Geometry as XYZ:
```
5
Properties=species:S:1:pos:R:3:lowdin_charge:R:1
C -0.6965 -0.1045 0.8136 -0.014
O 1.6649 1.5269 -1.5239 -0.654
S 1.5077 0.1794 -1.0740 0.732
F -1.8014 -0.5014 0.0356 -0.055
F -0.6747 -1.1004 1.7486 -0.010
```

# 2
ORCA calculation (ωB97M-V with the def2-TZVPD basis set) on a molecular structure, C4H12N2 at a distorted geometry.

The calculation puts the energy above the lowest of the compared OMol25 structures with the same formula, charge and spin at 464.49 kJ/mol. The HOMO energy is -0.3087 Eh. The value obtained for the total energy is -7318.21471 eV. The calculation puts the lowest unoccupied orbital energy at 0.042 Eh. For the max |F|, the calculation gives 0.0599 hartree/bohr.

Geometry as XYZ:
```
18
Properties=species:S:1:pos:R:3:lowdin_charge:R:1
C -2.0445 -0.2001 -0.5851 -0.141
H -3.1120 -0.3009 -0.4716 0.056
H -1.9388 1.9395 -0.2896 0.110
H -2.1937 0.9632 1.1804 0.113
N 1.8140 -1.5043 0.6299 -0.025
H 2.5127 0.5089 0.3821 0.114
H 0.2176 -0.0062 1.2301 0.097
C -1.6319 1.0228 0.2234 -0.250
H -1.5362 -1.1209 -0.2307 0.076
H -1.8619 -0.0834 -1.6795 0.083
H 2.6217 -2.0269 0.4229 0.025
N 0.8287 0.0366 -0.8385 -0.015
H 0.3159 1.0372 -0.4846 0.028
H 0.3062 1.7399 1.0549 0.116
C -0.1484 0.8335 0.6062 -0.130
C 2.0269 -0.2981 -0.2174 -0.451
H 1.0580 -1.9503 0.0613 0.077
H 2.7658 -0.5905 -0.9945 0.115
```

# 3
ORCA calculation (ωB97M-V with the def2-TZVPD basis set) on 2 unconnected molecules or ions with the total composition C5H13NO4S at a distorted geometry.

The calculation puts the energy above the lowest of the compared OMol25 structures with the same formula, charge and spin at 162.01 kJ/mol. The HOMO energy is -0.3257 Eh. The value obtained for the total energy is -25909.16550 eV. The calculation puts the lowest unoccupied orbital energy at 0.024 Eh. For the max |F|, the calculation gives 0.0890 hartree/bohr.

Geometry as XYZ:
```
24
Properties=species:S:1:pos:R:3:lowdin_charge:R:1
O -1.2001 -0.1535 1.2223 -0.436
C -4.0853 0.2821 0.4483 -0.436
H 1.0022 0.0795 1.8863 0.093
O -3.3438 0.3450 -0.4870 -0.047
S -0.9063 0.0648 -0.2252 1.019
H 1.6171 2.5270 -2.6055 0.084
H 2.4964 0.2855 -1.0703 0.077
C 1.3010 2.1570 -1.5650 -0.066
H 2.4489 0.2693 0.9579 0.108
N 0.7828 0.1616 -0.1536 -0.372
H -5.1409 0.6136 0.2568 0.152
H 1.2390 -0.0609 -2.1246 0.090
H 2.2716 -2.1854 0.3874 0.044
H 2.2071 -1.9584 2.1603 0.111
H 2.0189 2.5102 -0.7076 0.095
H -2.8392 -0.3803 1.7479 0.109
C 1.5284 -0.2610 1.0213 -0.286
H 0.7259 -2.2932 0.9377 0.084
C 1.6932 -1.7391 1.1451 -0.091
H 0.3489 2.5633 -1.2077 0.045
O -0.9307 -1.5492 -0.6999 -0.229
C 1.5475 0.5775 -1.3216 -0.245
H -0.9478 -1.6316 -1.6046 0.006
O -3.8348 -0.2239 1.6014 0.091
```

# 4
ORCA calculation (ωB97M-V with the def2-TZVPD basis set) on a single C17H20N2O5 molecule at a distorted geometry.

The calculation puts the energy above the lowest of the compared OMol25 structures with the same formula, charge and spin at 398.87 kJ/mol. The SMILES is COc1cccc(OCc2cc(C(=O)NC3CCOCC3)no2)c1. The HOMO energy is -0.3140 Eh. The value obtained for the total energy is -31169.58467 eV. The calculation puts the lowest unoccupied orbital energy at 0.027 Eh. For the max |F|, the calculation gives 0.0222 hartree/bohr.

Geometry as XYZ:
```
44
Properties=species:S:1:pos:R:3:lowdin_charge:R:1
O 5.9524 -1.1436 -0.9052 -0.131
O -3.7204 2.2999 -0.7607 -0.025
C -4.1073 -1.2175 0.3082 -0.267
C -4.0855 -3.3120 1.4371 -0.089
H -3.7126 -3.6819 2.3909 0.093
C 1.6319 0.8335 -0.1796 -0.436
H -3.5996 -3.8582 0.6225 0.096
N 0.2971 2.0798 1.4634 0.109
C 6.0517 0.2504 -0.7436 -0.212
H 4.7989 1.9910 -0.4788 0.123
H 4.4915 0.5103 1.4956 0.154
H 3.3956 -1.7045 1.2128 0.123
O -3.7602 -1.9432 1.4067 -0.079
H 2.3920 1.3501 1.6054 0.129
O -0.9432 2.6036 1.5614 0.031
C 3.8703 -1.2168 0.3603 -0.115
C 4.6798 0.9154 -0.6157 -0.115
C -3.0188 2.8737 0.3082 -0.117
H -5.0703 -2.7516 -0.8590 0.100
C -4.0346 0.9674 -0.7063 -0.262
C -1.6172 2.3647 0.4234 -0.235
C -4.7092 0.4643 -1.8198 -0.018
H 4.1007 0.7336 -1.5210 0.118
H 6.5770 0.6151 -1.6282 0.125
O 1.7093 0.3082 -1.2717 0.084
C 3.9360 0.2991 0.5737 -0.300
C 5.2902 -1.7552 0.1748 -0.212
H -3.5407 2.7288 1.2650 0.144
H -5.1677 -3.4689 1.3866 0.095
N 2.6145 0.8785 0.7423 0.113
H 3.2841 -1.4174 -0.5365 0.118
H -2.9984 3.9482 0.0905 0.148
C 0.3936 1.5179 0.2812 -0.177
H 5.8667 -1.5990 1.1025 0.125
H 5.2723 -2.8225 -0.0539 0.125
H -4.9331 1.1325 -2.6347 0.115
C -3.7371 0.1287 0.3523 0.061
C -0.8171 1.6717 -0.4397 0.083
H -3.2157 0.4630 1.2340 0.125
C -5.0704 -0.8641 -1.8543 -0.076
C -4.7766 -1.7165 -0.8004 -0.035
H -1.0352 1.3166 -1.4232 0.131
H -5.5907 -1.2528 -2.7166 0.107
H 6.6563 0.4801 0.1502 0.125
```

# 5
ORCA calculation (ωB97M-V with the def2-TZVPD basis set) on 3 unconnected molecules or ions with the total composition C2H11N2O2 at a distorted geometry.

The calculation puts the energy above the lowest of the compared OMol25 structures with the same formula, charge and spin at 137.54 kJ/mol. The HOMO energy (alpha / beta) is -0.1648 / -0.2994 Eh. The spin multiplicity is 2. The value obtained for the total energy is -9324.52158 eV. The calculation puts the lowest unoccupied orbital energy (alpha / beta) at 0.027 / 0.026 Eh. For the max |F|, the calculation gives 0.1107 hartree/bohr.

Geometry as XYZ:
```
17
Properties=species:S:1:pos:R:3:mulliken_spin:R:1
H 1.3655 -1.3629 0.4701 0.041
O -2.7633 1.0058 -1.2438 0.003
H 3.1341 1.8849 1.8852 0.000
H -3.3343 0.7707 -0.5172 0.000
H -0.7513 0.8816 1.6753 -0.010
H -1.1584 -0.3465 -0.8803 -0.025
H -0.2032 -3.4057 -0.8332 0.062
N -0.4364 -0.3619 -0.1189 0.174
H -0.8924 1.6719 0.2252 0.005
N 0.3759 -2.4921 -0.7968 0.016
C 0.4234 -1.4064 -0.0093 0.698
C -0.3483 0.8570 0.6757 0.005
H 0.6575 1.1672 0.6125 0.010
H 1.2883 -2.7628 -1.2335 0.016
O 2.5877 1.4483 1.1506 0.006
H -3.3531 1.4492 -1.8789 -0.001
H 3.4083 1.0017 0.8174 -0.002
```

# 6
ORCA calculation (ωB97M-V with the def2-TZVPD basis set) on a single C5H7N molecule at a distorted geometry.

The calculation puts the energy above the lowest of the compared OMol25 structures with the same formula, charge and spin at 368.38 kJ/mol. The SMILES is Cc1cc[nH]c1. The HOMO energy is -0.2980 Eh. The value obtained for the total energy is -6784.69456 eV. The calculation puts the lowest unoccupied orbital energy at 0.030 Eh. For the max |F|, the calculation gives 0.0530 hartree/bohr.

Geometry as XYZ:
```
13
Properties=species:S:1:pos:R:3:lowdin_charge:R:1
C -0.4542 1.1919 0.2050 -0.091
H -1.9504 -0.1331 0.8763 0.185
C 0.4086 0.1253 -0.0639 -0.304
H 2.1943 0.7645 0.9534 0.077
C 1.8822 0.0493 0.1853 -0.058
H 2.1573 -0.9519 0.5371 0.078
H -0.1209 2.1938 0.4834 0.100
C -1.8174 0.8046 0.0717 -0.155
H -0.1340 -1.9678 -0.7121 0.121
H -2.5018 -1.0153 -0.7102 0.145
N -1.6534 -0.5305 -0.4595 -0.074
H 2.4429 0.2559 -0.7280 0.076
C -0.3812 -0.9438 -0.4864 -0.099
```

# 7
ORCA calculation (ωB97M-V with the def2-TZVPD basis set) on a single C5H7NO molecule at a distorted geometry.

The calculation puts the energy above the lowest of the compared OMol25 structures with the same formula, charge and spin at 72.78 kJ/mol. The SMILES is C[C@H](C#N)CC=O. The HOMO energy is -0.3856 Eh. The value obtained for the total energy is -8835.44849 eV. The calculation puts the lowest unoccupied orbital energy at 0.022 Eh. For the max |F|, the calculation gives 0.0217 hartree/bohr.

Geometry as XYZ:
```
14
Properties=species:S:1:pos:R:3:lowdin_charge:R:1
C 1.9173 0.1504 0.4114 -0.248
C -0.5848 0.2915 0.1474 -0.367
C 0.7786 0.4830 -0.5345 -0.130
H -1.9032 -1.3215 0.7941 0.087
H 0.8457 -0.1084 -1.4542 0.123
H 2.8083 -0.3353 -0.0390 0.125
H 0.9148 1.5327 -0.8257 0.134
H -0.1730 -1.6862 0.9271 0.085
N -2.4733 1.5215 -1.2032 0.151
O 1.8833 0.4167 1.5895 0.058
C -1.6403 0.9846 -0.6061 -0.200
H -0.5225 0.7598 1.1365 0.143
C -0.9315 -1.1944 0.3100 -0.053
H -0.9665 -1.6911 -0.6655 0.090
```

# 8
ORCA calculation (ωB97M-V with the def2-TZVPD basis set) on a molecular structure, CAg5BF4O3 at a distorted geometry.

The calculation puts the energy above the lowest of the compared OMol25 structures with the same formula, charge and spin at 15.12 kJ/mol. The HOMO energy is -0.6224 Eh. The value obtained for the total energy is -38708.71357 eV. The calculation puts the lowest unoccupied orbital energy at -0.348 Eh. As for the net charge: +2. For the max |F|, the calculation gives 0.0384 hartree/bohr.

Geometry as XYZ:
```
14
Properties=species:S:1:pos:R:3:lowdin_charge:R:1
C 1.4331 -0.0776 -1.0880 -0.892
Ag 0.0378 2.3347 -0.3602 0.887
O 0.5702 0.6271 -1.7398 -0.173
Ag 0.1575 -0.4239 1.7846 0.878
Ag 4.0649 2.0624 -0.6562 0.887
F -1.7807 -1.5880 0.7186 0.063
Ag 3.1685 -1.3300 0.6928 0.866
Ag -1.3996 -0.8420 -1.7046 0.919
F -3.5886 -0.2572 0.2383 0.200
O 1.0080 -1.0823 -0.3791 -0.205
B -2.4070 -0.3246 0.9125 -1.268
F -2.4418 -0.0329 2.2658 0.158
O 2.6892 0.2672 -0.9798 -0.247
F -1.5115 0.6671 0.2952 -0.072
```

# 9
ORCA calculation (ωB97M-V with the def2-TZVPD basis set) on 2 unconnected molecules or ions with the total composition C4H11N2O at a distorted geometry.

The calculation puts the energy above the lowest of the compared OMol25 structures with the same formula, charge and spin at 788.99 kJ/mol. The HOMO energy is -0.5457 Eh. The value obtained for the total energy is -9340.67953 eV. The calculation puts the lowest unoccupied orbital energy at -0.229 Eh. As for the net charge: +1. For the max |F|, the calculation gives 0.0988 hartree/bohr.

Geometry as XYZ:
```
18
Properties=species:S:1:pos:R:3:lowdin_charge:R:1
H 0.3775 2.9253 -1.1990 0.073
C 1.3870 -2.3041 0.3359 -0.052
H 1.8525 -0.1920 -0.3544 0.139
H 1.5993 1.3886 -1.4707 0.011
N -0.5334 0.8485 0.0167 -0.018
C -2.7080 0.6391 0.7303 -0.072
N -1.5684 1.3549 0.2845 0.049
H 1.3853 -1.9742 1.4383 0.110
H 2.2571 -2.8488 -0.1266 0.110
H -3.6282 1.2618 0.8447 0.097
H 1.8752 2.5586 -0.2070 0.089
H 0.5244 -2.9544 0.2319 0.070
H -2.6089 0.2103 1.8637 0.162
C 1.1187 2.1621 -0.9423 0.331
H -3.0087 -0.2263 0.1567 0.086
H 0.8847 -1.4036 -1.3896 0.106
O -0.1819 -0.4534 0.1999 -0.050
C 0.9760 -0.9922 -0.4130 -0.241
```

# 10
ORCA calculation (ωB97M-V with the def2-TZVPD basis set) on a molecular structure, C2H6BNO2 at a distorted geometry.

The calculation puts the energy above the lowest of the compared OMol25 structures with the same formula, charge and spin at 393.54 kJ/mol. The HOMO energy is -0.3606 Eh. The value obtained for the total energy is -8430.34141 eV. The calculation puts the lowest unoccupied orbital energy at 0.018 Eh. For the max |F|, the calculation gives 0.1009 hartree/bohr.

Geometry as XYZ:
```
12
Properties=species:S:1:pos:R:3:lowdin_charge:R:1
O -1.0196 -0.6716 -0.3141 0.044
C 1.4342 0.0894 -0.4303 -0.065
H 1.4994 -1.7414 0.7313 0.108
H -3.0335 -0.8930 0.3244 0.145
O -1.0319 1.8138 0.3529 -0.162
H 2.0705 0.6956 -1.1099 0.103
H -0.2553 2.2226 0.7090 -0.014
H -2.3308 0.6448 0.1707 0.056
N -2.3541 -0.2884 -0.2985 0.038
H 3.0803 -1.1419 -0.1265 0.053
C 2.0539 -0.9370 0.1017 -0.019
B -0.1131 0.2071 -0.1107 -0.287
```